{
  "formula": "C80H174N10O10",
  "method": "the ωB97M-V functional and the def2-TZVPD basis",
  "elements": ["H", "H", "H", "C", "H", "N", "H", "C", "H", "H", "H", "C", "H", "H", "O", "C", "N", "H", "H", "H", "H", "H", "H", "H", "C", "H", "C", "H", "H", "H", "H", "H", "H", "H", "H", "C", "H", "C", "H", "H", "H", "N", "H", "H", "H", "H", "H", "H", "H", "H", "H", "H", "C", "H", "H", "H", "O", "H", "H", "H", "H", "H", "H", "C", "H", "H", "C", "C", "H", "C", "H", "H", "H", "H", "C", "C", "C", "H", "C", "H", "H", "H", "H", "C", "C", "H", "C", "C", "H", "O", "C", "C", "C", "H", "H", "H", "C", "H", "C", "H", "N", "O", "H", "H", "H", "H", "C", "C", "H", "H", "C", "C", "H", "H", "H", "H", "C", "H", "H", "C", "H", "H", "C", "H", "C", "H", "C", "H", "H", "C", "H", "H", "C", "H", "H", "H", "H", "H", "C", "N", "H", "H", "C", "H", "H", "C", "H", "H", "H", "C", "H", "H", "H", "C", "N", "H", "O", "H", "C", "C", "H", "H", "H", "C", "H", "H", "C", "N", "H", "C", "H", "C", "C", "C", "O", "H", "H", "H", "C", "H", "H", "H", "H", "H", "H", "H", "C", "H", "C", "H", "H", "C", "H", "C", "C", "C", "O", "H", "C", "H", "H", "H", "H", "H", "H", "C", "H", "H", "C", "H", "H", "N", "C", "H", "H", "H", "C", "H", "H", "H", "C", "H", "N", "C", "H", "H", "O", "H", "H", "O", "C", "H", "H", "C", "C", "H", "H", "H", "H", "H", "H", "C", "H", "H", "N", "H", "C", "H", "H", "C", "H", "H", "H", "C", "H", "O", "H", "H", "H", "C", "C", "C", "C", "C", "H", "H", "C", "H", "C", "C", "C", "H", "H", "H"],
  "xyz": [[-6.38656, 1.87573, 0.26098], [4.34253, -0.26490, 2.38708], [0.85742, -4.91383, 7.20142], [-4.94728, -1.83394, 2.59814], [-6.47875, 4.12439, -5.99700], [0.56848, -3.20166, -7.13402], [7.97050, -2.44270, 3.98117], [1.67840, -2.41789, -7.76756], [-2.16699, 6.11478, 6.06854], [2.81226, -1.82877, -5.90405], [6.36110, -0.10594, -0.61035], [0.85190, 4.46833, 6.73801], [-1.72346, -2.29544, -8.36043], [-5.58600, 4.61370, -7.38733], [-0.19448, 2.21173, 1.13889], [-5.43329, 2.35613, -0.08067], [-3.60088, 6.59581, -5.09625], [4.78479, -0.18963, 0.41785], [5.30984, -3.86597, 5.14881], [-2.05173, 1.64866, -2.38500], [1.24270, 0.62866, 2.40649], [3.60619, -2.24392, -2.18478], [-0.76710, -0.81196, -5.17974], [9.18175, 0.26628, 1.00220], [2.70802, -3.37708, -8.22794], [-4.67255, 0.85855, -2.06043], [0.61292, 3.21713, 5.92889], [-0.20262, -2.84112, 7.28519], [-4.28376, -2.63457, 6.35371], [-2.85339, 0.33631, 3.47039], [-5.63867, 5.69866, -2.94849], [4.32005, -5.82585, -3.98005], [-4.75992, 4.21062, 2.54695], [0.55290, -3.47142, 3.59852], [-0.12184, 6.22580, 7.54971], [-4.44272, 2.27962, -8.10211], [-4.78941, 0.56456, 5.70598], [4.80252, -6.21729, 0.21215], [-3.59316, -3.97840, 3.92351], [-4.80591, -3.79114, 1.58746], [2.25524, -4.05549, -8.96097], [-4.39344, -2.25320, 3.93297], [6.08530, -7.44234, -2.83368], [6.45741, -3.17916, 2.33317], [5.60426, -1.61453, 3.96813], [-6.24910, 1.11465, -2.59658], [-4.45203, 3.28713, -1.69613], [-0.61795, 2.93687, -5.20278], [-0.63612, -3.15481, 4.87810], [5.45572, -4.37768, 6.80038], [-4.02865, 5.78102, -5.44987], [6.17729, 2.16781, 3.03538], [4.95189, 0.27082, 3.14479], [2.53698, 0.99929, 1.34372], [4.95073, 2.23061, 1.95163], [-0.58186, 2.40458, 7.61336], [-5.13686, 3.55537, 0.59386], [-7.42932, 3.28260, -1.43994], [7.82148, 1.91588, -0.12000], [-2.56313, -2.41189, 6.05939], [-5.08412, 1.06306, 3.24594], [-1.92983, -4.08805, -6.29381], [4.67792, -4.17972, 0.89848], [-5.07640, 2.62613, -6.71721], [-1.14144, 1.95645, 1.14105], [-4.51239, 2.72518, -4.14153], [1.40430, -4.14118, 7.74413], [6.51206, -5.16574, -1.20220], [0.73871, 0.23207, -6.80585], [2.89584, -4.67216, -0.29187], [8.91401, -0.83943, 3.77943], [-1.89040, 3.06710, -7.74059], [2.77419, -4.01693, -3.66957], [-2.61637, 6.40400, -5.12571], [0.81446, 0.19317, 0.34831], [-0.16413, 2.00671, -1.17304], [-1.47770, 4.43702, 4.89988], [-0.23629, 2.64409, 3.15891], [-6.11589, -0.85470, 2.88516], [-3.85811, 5.49913, 0.41570], [1.72003, -1.48109, -0.79516], [3.30470, -5.14535, 8.08321], [0.98659, 1.54712, 7.32429], [2.25021, -1.40631, -6.74174], [4.94635, -3.65162, 6.15926], [-3.42457, 4.90275, -2.79160], [-4.94087, 3.29283, 1.95860], [-0.49730, -2.38507, -6.49192], [-0.38351, 1.30654, 6.19768], [-4.41783, 3.58874, -4.65688], [-1.32277, -3.41020, -5.73516], [-0.38919, 5.28143, 7.05734], [5.63650, 1.50967, 2.41794], [-1.71114, 0.69156, -4.81413], [-3.28711, 1.11679, -4.16391], [-1.16599, 1.59104, -7.05460], [-2.69335, 1.09800, -5.06600], [1.63862, 0.03130, -5.29793], [3.46792, -3.97289, 6.24159], [-2.41792, 3.37010, 6.54333], [-0.28503, 3.62167, 4.82790], [8.43691, -0.27310, 0.73105], [1.60373, 5.10621, 6.22825], [2.95306, -0.84072, -7.37983], [-5.93743, 6.46095, -4.44469], [-5.15734, 0.94828, -5.22063], [-0.13372, 3.54730, -1.19380], [-2.64107, 3.65778, 5.52671], [-0.12846, -1.58032, 1.40685], [-2.19483, 5.91151, 0.07799], [-5.51463, -3.03436, 1.84002], [0.10397, 2.05555, 6.85928], [1.60071, -3.50245, -2.46167], [0.76591, -0.72345, -8.88172], [0.24624, -4.83913, -8.04034], [2.19528, -0.66176, 1.87661], [-2.10498, 2.13590, -7.20454], [-3.11865, 0.25895, -5.65307], [-6.52128, -0.52548, 1.92750], [-1.81732, 4.97198, 3.53673], [-6.88543, 3.42553, -7.63761], [6.42103, -4.20935, -1.64014], [-3.10852, 5.50669, -0.40816], [-5.95217, 7.45618, -2.98584], [-5.09303, -0.26428, 5.02442], [-6.01270, 0.62843, -6.69580], [1.29928, -2.68540, 5.70725], [3.57573, -4.89673, 4.43360], [-6.86297, -1.43124, 3.39905], [-1.36683, -1.62339, -7.50852], [-0.04045, -0.57665, -2.38371], [-6.66606, 1.62701, -5.42909], [6.49509, 0.98859, 1.20457], [-5.17432, 1.78151, -8.71763], [7.02742, -2.39635, 0.82491], [-4.25858, 3.19627, -8.69479], [-2.36572, 2.15525, -0.74776], [-5.79150, 2.72956, 2.34144], [5.29165, -6.10434, -1.21557], [4.14847, -5.67690, -2.08120], [-2.36141, 0.31441, 5.09713], [-3.42986, -1.11723, 6.94345], [2.29024, -4.31250, -2.74508], [-2.85322, 5.22593, 3.55302], [0.41439, -1.98694, -4.59943], [8.33346, -1.66337, 3.32216], [-6.81386, 3.57099, -3.02694], [3.22197, -3.45480, 8.41017], [5.05609, 1.11943, -0.48185], [-1.20525, 5.64917, 5.81957], [4.99394, -8.19543, -1.67256], [5.43328, -2.04757, 1.49684], [1.51839, 2.07091, -2.44632], [5.62117, 0.38520, 0.04826], [7.55517, 0.13555, 1.82659], [1.63076, 1.75479, 4.78181], [4.84721, -5.35177, -3.30045], [-2.83222, 2.82841, 4.88133], [1.54593, -0.38698, -0.83579], [-3.88029, -1.15215, 1.73110], [-3.71118, 7.87006, -3.33488], [3.02325, -4.02902, -7.40271], [9.04177, -2.09367, 2.62737], [3.38601, -4.46521, -1.70170], [7.88150, 2.56031, 1.53022], [1.30729, 4.14564, 7.66672], [-1.65398, 3.35669, -5.18946], [2.70640, -2.86888, 5.64876], [2.94454, -3.18381, 3.68653], [-0.39814, -0.66395, 0.84025], [-2.94573, 4.47533, -0.73952], [-5.72575, 0.31276, 3.74297], [0.85434, -0.04634, -2.15172], [-5.35498, 2.71089, -1.58340], [-0.08812, -3.95658, -8.18669], [-1.88288, 3.49350, -4.15912], [-0.74840, 3.98246, -2.04905], [-0.43897, 3.89783, -0.17984], [5.82973, -7.47661, -1.75282], [2.15403, -5.46238, -0.40410], [4.98899, -3.28475, -2.46413], [-1.99842, -2.86874, -5.07696], [0.90764, 3.77402, -1.37647], [1.06844, -4.25361, 8.79255], [4.31813, 0.51767, 4.02416], [0.03848, 1.69999, -3.19010], [-6.07608, 3.73670, -6.96150], [-2.30067, -1.34526, -7.07518], [1.76086, 0.27211, 1.53763], [0.54824, -2.31524, -9.60336], [-0.12659, -1.05572, 5.64473], [7.10944, -1.10392, 2.58703], [6.49886, 2.96712, 0.50981], [0.63916, 1.46620, -2.31607], [-5.75706, 1.39794, -5.99212], [-1.68260, 1.56066, -1.36282], [3.13574, -2.55076, 4.38056], [-1.64416, 4.32398, -5.68352], [3.28801, -5.17055, 5.43710], [-2.04893, 6.04167, -2.84084], [-1.02371, -0.13160, 1.56742], [-2.99428, -1.81387, 1.70370], [1.57356, -0.42355, -2.88408], [4.56891, -2.85216, -0.75705], [6.68689, -7.86258, -1.21829], [4.20858, -3.13813, -1.77136], [2.24148, -5.49349, 5.41662], [-2.01722, 0.54487, -1.16837], [1.92172, 2.65426, 5.31686], [-3.52876, 4.25415, 5.57193], [6.96157, -4.97655, -0.23541], [-3.92033, 3.19616, -5.90931], [-2.66918, -0.35911, 4.33872], [-1.22397, 5.86221, 3.32969], [-5.84844, -2.66416, 0.86367], [-4.27225, -1.24824, 0.70933], [0.37050, -3.53177, 4.72044], [-4.05190, 2.63285, 2.12627], [-6.66634, 0.80703, 3.99152], [3.51704, -2.80507, -8.68467], [-3.87150, -1.16247, 4.80935], [1.73887, -5.21956, -2.89393], [-5.31097, 1.52096, -2.44195], [-3.16514, 5.95361, -2.64942], [4.13733, -7.07661, 0.30755], [0.34583, -4.57739, 5.05908], [-3.58451, 6.41722, -1.41547], [-0.64780, 6.37550, 5.24831], [7.32302, -5.60321, -1.82769], [-0.65059, 2.53057, 4.00570], [-5.44815, 6.62098, -3.49909], [5.16906, -2.67468, 6.52400], [-6.36656, 4.64937, -1.74122], [1.23942, -1.68914, -9.04165], [0.90073, -2.89386, 7.15215], [-5.82681, -0.81697, 5.66968], [-6.40224, -3.46091, 2.27081], [-3.34370, 0.37667, -7.97030], [-1.07751, -0.99486, 0.02662], [2.55839, -0.01906, -0.86029], [-0.92598, -0.78094, -7.97697], [-3.50662, -1.86357, 6.14578], [5.71466, -6.45399, 0.77118], [-2.72697, 1.46345, -9.08436], [0.47727, 1.56654, 0.10597], [-1.91613, -1.10237, 3.97731], [7.23246, 2.20730, 0.73076], [-0.64640, -3.90650, -5.08408], [1.45928, -0.49898, 6.10918], [0.09389, -1.40629, -5.49924], [3.56748, -5.26156, 1.62349], [2.33845, 3.40608, 4.62474], [-1.73854, 4.24222, 2.72078], [6.08727, -0.66181, 3.63304], [1.17440, -1.00815, 4.37285], [-3.25747, -3.08628, 3.74429], [-3.72469, -0.10314, 1.96747], [-0.90054, 4.67130, 7.77984], [1.39810, -2.17274, 7.83799], [4.02217, -5.03007, 0.68189], [0.96281, -1.20944, 5.42228], [-6.53181, 3.61076, -2.01355], [6.49443, -2.20962, 1.76582], [-2.63503, 2.39949, -5.80408], [2.28567, -3.76986, -0.03825], [6.61164, -0.17317, 4.44917], [1.14796, -0.49552, -6.07859], [3.82618, -6.04969, 5.83199], [-3.95701, 6.84266, -3.65478], [-3.15748, 1.44220, -8.10347], [2.88366, -4.19913, 7.64993], [-4.64807, 1.60404, 0.16597], [2.10565, -1.44180, -9.62123], [2.67342, 2.46981, 6.06720]],
  "forces_ev_per_angstrom": [[0.3, 0.6, -0.4], [0.2, 0.4, 0.7], [0.4, -0.8, 0.0], [0.3, 0.5, 0.6], [0.0, -0.6, -0.6], [0.4, 0.7, -0.3], [0.3, 0.0, 0.5], [-1.3, 0.6, 0.6], [0.2, -0.1, 0.1], [0.0, -0.5, -0.3], [-0.9, -0.2, 0.1], [1.1, 0.9, -0.3], [0.8, 0.6, 1.1], [0.1, -0.2, -0.3], [-0.5, -0.3, 1.2], [0.5, -0.2, -0.5], [0.6, 1.7, 1.6], [0.3, -1.1, 0.1], [0.0, 0.6, 0.2], [0.4, 0.7, -0.2], [-0.5, 0.3, 0.5], [0.6, -1.5, 0.8], [0.2, -0.1, 0.2], [0.5, -0.2, -0.4], [0.4, -1.3, 0.2], [0.2, -0.8, 0.2], [-0.4, -0.8, 0.2], [0.6, 0.2, -0.2], [0.4, 0.7, 0.1], [0.0, -0.8, 1.0], [0.1, 0.4, 0.0], [0.6, 0.4, 0.5], [-0.3, -0.3, -0.5], [0.2, 0.0, 1.5], [0.1, -0.3, 0.1], [0.1, -0.1, -0.2], [0.0, -0.3, -0.5], [0.0, -1.3, -0.3], [0.2, 0.3, 0.0], [0.7, -0.6, 0.2], [0.3, 0.3, -0.2], [0.1, 0.5, -0.2], [-0.1, 0.3, 0.8], [0.3, 0.8, -0.3], [0.4, 0.8, 0.3], [0.9, 0.2, 0.3], [0.6, 0.0, -0.2], [-0.7, 0.2, -0.2], [-0.2, 0.1, -0.1], [0.1, 0.1, 0.1], [-0.8, -1.2, -0.1], [1.2, 0.2, 1.2], [1.0, 0.7, -0.6], [0.4, 0.1, -0.2], [-0.6, -0.5, 0.1], [-0.3, 0.0, 0.3], [-0.3, -0.2, 0.5], [0.4, 0.2, -0.3], [0.3, 0.4, -0.6], [0.0, 0.3, 0.0], [-0.2, -0.6, 0.3], [0.0, -0.4, -0.7], [-0.1, 0.1, -0.3], [1.4, -0.5, 0.2], [0.4, -0.2, -0.2], [-0.3, 1.3, -0.3], [-1.5, -2.0, 0.0], [1.5, -0.5, -1.0], [0.1, -0.4, 0.4], [-0.9, 0.3, -0.4], [-0.6, -0.5, 0.4], [0.2, 0.1, 0.4], [-0.1, 0.0, -0.3], [0.6, 0.1, -0.2], [-0.4, -1.5, 2.4], [-1.4, -0.4, 0.4], [-0.1, 0.5, 2.1], [0.7, 0.3, -0.7], [1.0, -0.6, -0.8], [0.4, -0.1, -0.8], [-0.6, 0.4, 0.5], [-0.4, 0.5, -0.6], [-0.8, 0.5, -0.2], [-0.7, 0.7, -0.5], [0.1, -1.0, 0.7], [-0.1, -0.1, -0.1], [0.7, -0.3, 0.5], [-0.3, -0.7, -1.4], [0.1, 0.4, 0.6], [0.3, -1.8, 1.2], [-0.5, 1.4, 0.8], [0.1, 0.3, -0.1], [-1.8, -1.9, -1.5], [0.1, 0.6, 0.2], [-0.1, 0.2, 0.5], [-0.1, -0.1, -0.4], [-0.3, -1.8, 0.1], [0.3, 0.8, 0.7], [-0.9, 1.0, 0.9], [0.2, -0.4, 0.2], [1.0, -0.1, -1.2], [-0.3, 0.1, 1.0], [-0.3, -0.3, 0.1], [-0.1, 0.2, 0.6], [-0.1, 0.2, -0.6], [0.6, -0.2, 0.0], [-0.6, -0.2, -0.2], [0.4, 0.3, -0.4], [0.4, 0.5, -0.5], [-0.1, -0.3, -0.6], [-0.3, 0.9, -0.7], [0.4, -0.4, -1.2], [0.1, -0.2, 0.0], [-0.1, 0.0, 0.2], [0.0, -0.4, 0.1], [0.1, -0.5, -0.4], [-1.0, -0.6, -0.6], [0.0, 0.6, 0.0], [-0.1, -0.1, -0.1], [0.1, -0.3, -0.6], [0.2, 0.0, 0.3], [-0.6, 1.0, -0.4], [-0.4, 1.4, 1.8], [0.2, -0.4, -0.1], [-0.1, 1.0, 1.6], [-0.1, -0.4, -0.5], [-1.7, 0.6, 0.0], [0.3, -0.7, -0.5], [-0.6, -0.2, 0.3], [-0.9, -2.2, -1.3], [-0.9, -0.5, 0.4], [-0.1, 0.5, -0.4], [-0.7, 0.4, 1.8], [-0.6, -0.4, -0.1], [0.0, 0.0, 0.2], [0.1, 0.0, 0.7], [0.1, 0.3, 0.0], [-0.2, 0.3, 0.3], [0.6, -0.1, -0.2], [1.5, 0.0, -0.1], [0.8, 0.2, 1.0], [-0.1, -0.2, 0.0], [-0.1, 0.6, 0.4], [-0.8, 0.6, -0.1], [0.2, 0.5, -0.6], [0.2, 0.9, -0.7], [0.2, -0.2, -1.5], [0.2, 0.0, -0.8], [0.3, 1.2, -0.6], [0.1, -0.7, 0.1], [0.4, 0.0, 0.1], [0.5, 0.3, 0.1], [0.9, -0.2, 0.2], [1.3, 0.0, 1.1], [-1.1, -1.2, -0.5], [0.4, -0.2, -0.1], [-1.1, -0.6, -1.2], [-0.3, -0.9, -0.1], [-0.8, -0.5, -0.6], [-0.5, -1.3, -1.1], [0.0, -0.2, -0.6], [0.4, 0.3, -0.1], [0.0, -0.4, -0.4], [0.8, 1.2, -0.3], [0.1, 0.1, 0.0], [0.2, 0.1, 0.3], [1.4, -0.3, 0.5], [0.6, 0.5, -0.1], [-0.6, -0.9, 0.1], [-0.6, -0.6, -0.4], [-0.1, 0.3, -0.2], [0.0, -0.3, 0.8], [1.9, 0.6, -0.8], [-1.5, -0.3, 0.0], [0.2, 0.4, 0.4], [-0.2, 0.4, 1.0], [0.6, -0.6, 1.2], [0.1, 0.2, -1.2], [-1.8, 0.0, -0.6], [0.0, -0.5, 0.6], [1.0, 0.1, -0.6], [-0.3, 0.2, 0.1], [0.3, 0.6, 0.1], [0.3, 0.1, -0.4], [0.3, 0.1, -0.7], [0.0, -0.3, -0.5], [-0.4, 0.9, 0.9], [-0.6, 0.5, 0.8], [0.3, 0.0, 0.4], [0.2, 0.1, -0.1], [0.8, -0.2, -0.5], [0.3, 1.0, -0.2], [0.0, 0.4, -0.4], [-0.6, -0.7, -0.3], [0.0, 0.7, -0.1], [-0.3, 0.1, 0.4], [1.5, 1.5, -0.9], [-0.1, 0.0, -0.1], [-1.2, -2.5, -0.6], [-0.9, 0.1, 0.4], [0.2, 0.2, -0.2], [0.0, 0.8, 0.4], [-0.1, 0.2, -0.5], [0.1, -0.1, -0.9], [0.2, 0.2, 0.4], [-1.4, 1.1, 0.8], [0.1, 0.1, -0.1], [0.8, -0.5, 0.5], [-0.8, 1.3, -0.7], [-0.6, 0.5, -0.1], [-0.2, -0.3, 0.5], [-0.5, -0.5, -1.4], [-0.1, -0.5, -2.5], [0.0, -0.1, -0.3], [0.0, 0.1, 0.1], [0.1, 0.5, 0.0], [0.5, -0.1, 0.3], [-0.3, 0.4, -0.2], [0.1, 0.4, 0.2], [0.2, -0.4, 0.1], [-1.4, -0.2, 0.4], [-0.4, -0.6, -0.1], [-0.8, 0.7, -0.5], [0.1, 0.9, -2.1], [0.0, -0.3, -0.1], [0.1, 0.1, -0.4], [0.8, -1.4, 1.4], [0.4, 0.4, -0.1], [-0.4, 0.1, 0.5], [-0.2, -1.1, 0.9], [-0.5, 0.0, 0.7], [0.3, 0.8, 0.0], [0.0, -0.2, 0.2], [-0.6, 0.6, 0.2], [-0.7, 1.0, 1.4], [0.3, 0.2, -0.9], [-0.2, -0.3, 0.7], [0.0, 0.0, 0.7], [0.4, 0.2, 0.3], [0.4, 0.6, 0.0], [0.4, 0.8, -0.1], [-0.5, -0.3, -0.4], [-0.4, 0.2, 0.4], [0.1, 0.1, -0.9], [-0.7, 1.9, -2.4], [-0.1, 0.9, 0.6], [0.1, -0.1, -0.1], [0.5, -0.9, 0.5], [0.3, -0.5, -0.5], [-0.6, -0.3, 0.7], [-0.3, -0.2, 0.8], [-0.2, -0.4, 0.0], [0.3, 0.1, 0.3], [-1.0, -0.4, 0.0], [-0.1, 0.4, 0.1], [0.0, -1.0, -0.6], [0.3, -0.3, -0.2], [-0.9, 0.0, 0.3], [-0.6, 0.7, -0.9], [-0.3, 1.0, 0.1], [-0.8, 0.2, 0.3], [-0.6, -0.5, 2.4], [-0.8, -1.3, -0.8], [-0.5, 1.4, -1.0], [0.7, -0.5, 0.2], [0.0, 0.0, 0.3], [0.9, -1.2, -1.5], [0.2, 0.5, -0.4], [0.6, -0.7, -0.8], [0.3, 0.4, 0.4], [2.0, -0.3, 1.5], [-0.1, 0.2, -0.2], [0.6, -0.1, -0.6], [0.1, -0.3, 0.4]],
  "smiles": "CC1(C)CCCC(C)(C)N1O.CC1(C)CCCC(C)(C)N1O.CC1(C)CCCC(C)(C)N1O.CC1(C)CCCC(C)(C)N1O.CC1(C)CCCC(C)(C)N1O.CC1(C)CCCC(C)(C)N1O.CC1(C)CCCC(C)(C)N1O.CC1(C)CCCC(C)(C)N1O.COC[C@H](C)N.COC[C@H](C)N",
  "lumo_energy_ev": 0.185,
  "fmax_ev_per_a": 3.12,
  "e_homo_ev": -8.2,
  "e_above_lowest_kj_mol": 98.2
}